Entry 1:
{"formula": "C27H72O9", "method": "ωB97M-V/def2-TZVPD", "symbols": ["C", "C", "O", "C", "C", "H", "H", "H", "H", "H", "H", "H", "H", "H", "H", "C", "C", "O", "C", "C", "H", "H", "H", "H", "H", "H", "H", "H", "H", "H", "C", "C", "O", "C", "C", "H", "H", "H", "H", "H", "H", "H", "H", "H", "H", "C", "C", "C", "O", "H", "H", "H", "H", "H", "H", "H", "H", "C", "C", "C", "O", "H", "H", "H", "H", "H", "H", "H", "H", "C", "C", "C", "O", "H", "H", "H", "H", "H", "H", "H", "H", "C", "C", "O", "H", "H", "H", "H", "H", "H", "C", "C", "O", "H", "H", "H", "H", "H", "H", "C", "C", "O", "H", "H", "H", "H", "H", "H"], "positions_angstrom": [[-1.8802, 3.4864, 1.3249], [-1.7327, 5.0162, 1.3788], [-2.4813, 5.4957, 0.2119], [-2.5817, 6.8708, -0.0011], [-3.3952, 7.1549, -1.2548], [-1.3058, 3.0347, 2.1337], [-2.9420, 3.3208, 1.5075], [-1.5860, 3.1374, 0.3351], [-2.0339, 5.3711, 2.3644], [-0.6971, 5.2921, 1.1797], [-3.1114, 7.3393, 0.8283], [-1.6403, 7.4048, -0.1305], [-4.3202, 6.5964, -1.1110], [-2.8440, 6.7636, -2.1099], [-3.6308, 8.2176, -1.3107], [2.6573, 2.9273, -0.4404], [1.2171, 3.4834, -0.6277], [1.0834, 3.9307, -2.0008], [-0.1814, 4.3379, -2.4454], [-0.1152, 4.7327, -3.9657], [2.7835, 2.6607, 0.6090], [2.7846, 1.9985, -0.9965], [3.4443, 3.6233, -0.7308], [0.5196, 2.7079, -0.3113], [1.1610, 4.3419, 0.0416], [-0.8740, 3.5122, -2.2825], [-0.4736, 5.2301, -1.8915], [-1.0995, 5.0317, -4.3262], [0.2005, 3.9238, -4.6246], [0.5215, 5.6091, -4.0864], [3.1794, -3.6926, 1.0001], [2.8489, -4.7301, 2.0410], [1.8579, -4.2790, 2.8952], [1.2714, -5.2885, 3.7090], [0.2412, -4.5863, 4.6397], [2.3500, -3.6321, 0.2953], [3.3031, -2.7400, 1.5151], [4.0294, -3.9399, 0.3642], [2.6085, -5.7259, 1.6685], [3.7649, -4.9159, 2.6019], [0.7760, -6.0686, 3.1310], [2.0435, -5.7309, 4.3385], [-0.1855, -5.4068, 5.2164], [-0.5074, -4.0593, 4.0480], [0.7069, -3.8897, 5.3368], [1.0264, -0.9142, 3.2626], [2.4646, -0.3849, 3.4563], [3.3006, -1.4191, 4.2252], [3.1172, -0.1986, 2.2792], [0.5617, -1.1347, 4.2236], [0.9865, -1.8417, 2.6913], [0.4257, -0.1300, 2.8017], [2.4879, 0.5362, 4.0386], [3.0495, -1.6736, 5.2549], [4.3466, -1.1127, 4.2180], [3.2635, -2.3685, 3.6910], [3.9787, 0.1360, 2.5389], [3.2426, -1.4850, -2.5323], [3.3372, -0.4446, -3.6514], [4.7797, 0.0468, -3.8662], [2.8431, -0.9801, -4.8621], [2.2226, -1.8439, -2.3949], [3.5507, -1.0663, -1.5742], [3.7536, -2.4120, -2.7925], [2.6947, 0.3673, -3.3107], [5.1229, 0.6069, -2.9964], [4.7282, 0.8495, -4.6017], [5.3518, -0.8158, -4.2080], [3.4999, -1.5350, -5.2891], [-3.1807, 0.9281, -2.5469], [-2.5177, 0.3616, -3.8329], [-1.4885, 1.2239, -4.6332], [-1.8363, -0.8335, -3.5229], [-4.0760, 0.3938, -2.2290], [-3.4546, 1.9774, -2.6572], [-2.5058, 0.7933, -1.7017], [-3.3252, 0.0565, -4.4984], [-1.1835, 0.8560, -5.6129], [-0.6161, 1.4087, -4.0065], [-1.9693, 2.1843, -4.8191], [-1.1857, -0.8784, -4.2273], [-2.9464, 0.1264, 2.5041], [-3.6633, -0.5969, 1.4572], [-3.1443, -1.9346, 1.3000], [-3.0010, -0.3403, 3.4876], [-3.2458, 1.1691, 2.6110], [-1.8923, 0.1087, 2.2271], [-3.6590, -0.0479, 0.5156], [-4.6991, -0.7858, 1.7391], [-2.6557, -2.0071, 0.4769], [-0.0276, -0.2337, -0.4714], [-0.2748, -1.6957, -0.5335], [-1.5053, -2.0228, -1.1346], [0.1714, 0.2350, -1.4351], [0.8346, 0.0364, 0.1382], [-0.8657, 0.2893, -0.0109], [-0.2343, -2.1184, 0.4704], [0.4895, -2.2427, -1.0856], [-1.5922, -1.4483, -1.8989], [-2.2255, -6.5297, 1.4913], [-2.1365, -5.0181, 1.2141], [-2.6551, -4.3407, 2.3132], [-1.8747, -6.7973, 2.4881], [-1.7603, -7.1362, 0.7142], [-3.2884, -6.7598, 1.5642], [-2.7295, -4.8087, 0.3239], [-1.0793, -4.7797, 1.0974], [-2.8699, -3.4414, 2.0548]], "forces_ev_per_a": [[-0.360, 1.255, 0.295], [0.207, -0.476, -1.941], [0.292, -0.903, 1.023], [-0.426, 1.166, 0.100], [-0.031, -0.928, 0.756], [0.093, -0.165, -0.148], [0.009, -0.465, -0.174], [-0.058, -0.186, 0.187], [-0.415, 0.511, -0.225], [0.216, 0.157, 0.363], [0.063, 0.103, 0.373], [0.611, -0.325, 0.328], [-0.182, 0.058, -0.455], [-0.260, 0.275, -0.244], [0.195, -0.080, -0.262], [-0.867, -0.198, -0.160], [1.692, 0.560, -0.868], [1.039, -0.935, 0.759], [0.074, 0.339, -1.092], [-0.191, -0.161, 1.068], [0.045, 0.102, 0.126], [0.017, 0.014, -0.202], [-0.233, 0.108, -0.032], [-0.394, 0.062, -0.355], [-0.514, 0.171, 0.068], [-0.479, 0.078, 0.014], [-0.453, -0.016, 0.202], [-0.193, -0.002, 0.239], [0.282, -0.047, 0.248], [0.206, -0.190, -0.032], [-0.644, 0.119, -0.348], [0.509, 0.294, -1.415], [0.357, -1.011, -0.144], [-1.756, 1.585, 2.059], [0.675, -0.709, -0.599], [-0.234, 0.261, 0.093], [0.170, 0.181, -0.367], [0.238, -0.121, 0.524], [-0.269, -0.265, -0.047], [0.354, -0.048, 0.886], [0.223, 0.003, -0.555], [0.509, -0.214, -0.270], [-0.396, 0.232, 0.033], [-0.185, -0.256, 0.073], [0.195, -0.080, -0.133], [0.452, 0.875, 0.155], [-0.978, -1.736, 2.686], [0.211, -0.458, 0.265], [0.532, 0.494, -2.285], [0.144, 0.111, 0.150], [0.155, 0.187, -0.279], [-0.117, -0.229, -0.251], [-0.500, 0.214, 0.131], [-0.334, 0.456, 0.087], [0.120, 0.050, 0.123], [0.003, -0.080, -0.225], [0.283, 0.155, -0.507], [-0.432, -0.358, -0.133], [0.835, -0.607, 0.672], [-1.538, 0.775, 0.081], [-0.872, 0.307, -0.126], [-0.317, 0.382, -0.139], [0.333, -0.123, 0.014], [0.655, 0.128, 0.114], [-0.134, 0.272, -0.607], [0.488, -0.729, 0.317], [0.182, -0.361, -0.534], [0.547, 0.353, 0.252], [0.210, 0.006, 0.124], [0.770, -0.073, -0.332], [-0.410, 0.409, -0.723], [-1.404, 0.988, 1.207], [0.472, -0.632, 0.364], [-0.088, -0.223, -0.529], [0.137, 0.006, 0.006], [0.306, 0.393, -0.019], [-0.203, 0.355, -0.272], [-0.169, -0.531, 0.175], [0.133, -0.003, -0.032], [0.172, 0.223, -0.091], [0.300, -0.700, 0.147], [1.367, 0.694, 1.023], [-1.405, -1.436, -0.480], [0.082, 0.476, 0.084], [-0.230, -0.150, -0.044], [-0.140, -0.048, -0.118], [0.243, 0.255, 0.084], [0.102, -0.145, -0.158], [-0.193, 0.406, -0.086], [0.241, 0.132, -0.708], [0.497, 1.272, 0.201], [0.371, -0.955, -0.086], [-0.398, -0.283, 1.193], [-0.214, -0.156, -0.256], [0.218, -0.283, 0.145], [-0.230, -0.037, -0.029], [-0.368, -0.059, 0.221], [0.490, 0.205, -0.111], [-0.321, 0.124, -0.866], [-0.795, 0.537, 0.147], [-0.060, -1.404, 0.386], [0.150, -0.543, 0.887], [0.534, 0.117, -0.006], [0.006, 0.033, 0.077], [-0.068, -0.238, -0.303], [0.371, 0.216, -0.308], [0.369, 0.421, -0.525], [-0.291, 0.695, -0.099]], "mulliken_spin": [0.000, 0.000, 0.000, 0.000, 0.000, 0.000, 0.000, 0.000, 0.000, 0.000, 0.000, 0.000, 0.000, 0.000, 0.000, 0.000, 0.000, 0.000, 0.000, 0.000, 0.000, 0.000, 0.000, 0.000, 0.000, 0.000, 0.000, 0.000, 0.000, 0.000, 0.039, 0.034, 0.660, 0.004, 0.007, 0.005, 0.003, -0.001, 0.037, 0.088, 0.030, 0.052, 0.000, -0.001, 0.002, -0.012, 0.000, 0.006, 0.000, 0.000, 0.014, -0.001, 0.001, 0.000, 0.000, -0.003, 0.000, 0.000, 0.000, 0.000, 0.000, 0.000, 0.000, 0.000, 0.000, 0.000, 0.000, 0.000, 0.000, 0.000, 0.000, 0.000, 0.000, 0.000, 0.000, 0.000, 0.000, 0.000, 0.000, 0.000, 0.000, 0.000, 0.000, 0.000, 0.000, 0.000, 0.000, 0.000, 0.000, 0.000, 0.000, 0.000, 0.001, 0.000, 0.000, 0.000, 0.000, 0.000, 0.000, 0.001, 0.004, 0.021, 0.002, 0.000, 0.001, 0.002, 0.003, 0.000], "lumo_ha": [-0.08947, -0.32271], "charge": 1, "multiplicity": 2, "homo_lumo_gap_ev": [8.89, 2.54], "de_lowest_kcal_mol": 37.37}



Entry 2:
{"formula": "C3H3N5O", "method": "ωB97M-V/def2-TZVPD", "symbols": ["N", "C", "N", "C", "C", "O", "N", "N", "N", "H", "H", "H"], "positions_angstrom": [[2.1740, -0.1733, 0.5903], [0.9247, 0.1788, 0.1178], [0.3002, -0.8153, -0.6577], [-0.9538, -0.9922, -0.6864], [-1.8374, -0.0636, 0.1938], [-2.5093, -0.4392, 1.1362], [-1.7070, 1.1963, -0.3594], [-0.6549, 1.8551, -0.3507], [0.4811, 1.3680, 0.2258], [2.5429, -0.9922, 0.1617], [2.6922, 0.5941, 0.9989], [-1.4527, -1.7165, -1.3702]], "forces_ev_per_a": [[-2.131, 0.983, -0.032], [-0.116, -1.498, -0.788], [0.630, -0.738, -0.153], [-0.955, 0.633, 0.426], [0.313, -2.421, 0.759], [0.840, 0.990, -1.431], [-0.823, 0.920, 0.389], [0.562, -0.501, -0.227], [0.106, 1.945, 0.782], [0.659, -0.214, 0.063], [0.262, -0.532, -0.259], [0.652, 0.433, 0.471]], "nbo_charge": [-0.789, 0.542, -0.448, 0.105, 0.569, -0.486, -0.234, 0.093, -0.398, 0.414, 0.418, 0.214], "smiles": "Nc1ncc(=O)nnn1", "lumo_ha": -0.01567, "homo_lumo_gap_ev": 9.21, "de_lowest_kcal_mol": 36.50}



Entry 3:
{"formula": "C31H33N5O7", "method": "ωB97M-V/def2-TZVPD", "symbols": ["C", "O", "C", "C", "C", "C", "N", "N", "C", "O", "C", "C", "C", "C", "N", "C", "C", "C", "C", "C", "C", "N", "C", "O", "O", "C", "C", "C", "C", "C", "C", "N", "O", "O", "C", "O", "C", "C", "C", "C", "C", "C", "C", "H", "H", "H", "H", "H", "H", "H", "H", "H", "H", "H", "H", "H", "H", "H", "H", "H", "H", "H", "H", "H", "H", "H", "H", "H", "H", "H", "H", "H", "H", "H", "H", "H"], "positions_angstrom": [[4.9856, 1.0484, 2.7761], [5.6499, 0.1259, 1.9415], [4.9098, -0.6173, 1.0749], [3.5287, -0.6246, 1.0748], [2.7883, -1.4530, 0.2224], [1.3441, -1.4550, 0.2912], [0.7350, -0.6520, 1.0668], [-0.6000, -0.6691, 1.1367], [-1.2794, 0.1801, 1.9633], [-0.7447, 1.0031, 2.6639], [-2.7994, -0.0304, 1.9295], [-3.5059, 1.3325, 2.0652], [-3.2884, 2.1574, 0.8393], [-2.2434, 3.0016, 0.5978], [-2.3468, 3.5310, -0.6589], [-3.4680, 3.0386, -1.2606], [-3.9965, 3.2744, -2.5236], [-5.1636, 2.6236, -2.8600], [-5.7992, 1.7602, -1.9626], [-5.2810, 1.5209, -0.7107], [-4.0942, 2.1590, -0.3428], [-3.2343, -0.7368, 0.7449], [-3.9613, -1.8851, 0.8328], [-4.0644, -2.5536, 1.8298], [-4.4748, -2.1878, -0.3745], [-5.2874, -3.3566, -0.4583], [-6.7747, -3.0001, -0.5723], [-7.0334, -2.2000, -1.8468], [-7.2441, -2.2310, 0.6601], [3.4644, -2.2661, -0.6712], [4.8519, -2.2255, -0.7198], [5.4904, -3.0128, -1.7458], [6.4998, -2.5854, -2.2578], [4.9354, -4.0406, -2.0728], [5.6167, -1.4323, 0.1507], [6.9473, -1.5906, 0.0836], [7.8482, -0.5862, 0.5238], [7.5734, 0.7584, -0.0980], [7.1171, 0.8347, -1.4077], [6.8428, 2.0656, -1.9773], [7.0312, 3.2273, -1.2482], [7.5000, 3.1553, 0.0529], [7.7671, 1.9255, 0.6273], [4.4124, 1.7725, 2.1913], [4.3254, 0.5440, 3.4870], [5.7747, 1.5653, 3.3193], [2.9659, -0.0111, 1.7577], [0.8114, -2.1737, -0.3426], [-1.1366, -1.3438, 0.5850], [-3.0526, -0.6689, 2.7867], [-3.0850, 1.8383, 2.9341], [-4.5723, 1.1696, 2.2272], [-1.4265, 3.2554, 1.2446], [-1.7087, 4.1935, -1.0650], [-3.5093, 3.9470, -3.2141], [-5.6022, 2.7845, -3.8334], [-6.7179, 1.2787, -2.2640], [-5.7858, 0.8591, -0.0217], [-3.3629, -0.1811, -0.0908], [-5.1092, -3.9706, 0.4303], [-4.9563, -3.8945, -1.3509], [-7.3197, -3.9488, -0.6253], [-6.7778, -2.7865, -2.7263], [-6.4277, -1.2969, -1.8484], [-8.0818, -1.9193, -1.9114], [-8.3195, -2.0748, 0.6221], [-7.0018, -2.7762, 1.5694], [-6.7602, -1.2577, 0.7064], [2.9412, -2.9190, -1.3528], [7.8499, -0.5144, 1.6159], [8.8224, -0.9622, 0.1910], [6.9855, -0.0725, -1.9797], [6.4850, 2.1167, -2.9950], [6.8167, 4.1877, -1.6934], [7.6537, 4.0597, 0.6234], [8.1276, 1.8683, 1.6441]], "forces_ev_per_a": [[-0.092, 0.147, 0.138], [0.069, -0.453, -0.231], [-0.050, -0.033, -0.063], [0.079, -0.100, -0.082], [1.003, -0.010, -0.089], [-0.981, -0.030, 0.007], [0.846, 0.214, 0.170], [-0.602, -0.732, -0.597], [-0.103, -0.206, -0.175], [0.000, 0.233, 0.239], [-0.180, 0.083, 0.395], [0.313, -0.112, -0.025], [0.148, 0.119, 0.213], [-0.097, -0.170, 0.250], [0.240, 0.274, -0.153], [-0.428, -0.334, -0.022], [0.006, 0.054, -0.087], [0.078, 0.106, -0.094], [-0.173, -0.129, 0.016], [-0.003, 0.027, -0.018], [0.177, 0.347, -0.304], [0.008, 0.202, -0.166], [0.230, -0.007, -0.129], [-0.188, -0.192, 0.259], [0.013, 0.279, -0.071], [-0.449, -0.593, 0.128], [0.357, 0.259, -0.012], [-0.022, -0.227, 0.181], [0.037, -0.279, -0.113], [-0.115, 0.153, 0.127], [-0.313, 0.798, 0.887], [0.171, -0.169, -0.348], [0.257, 0.072, -0.277], [-0.120, -0.413, -0.078], [-0.292, -0.219, -0.229], [-0.190, -0.165, 0.282], [0.514, 0.347, 0.163], [-0.012, -0.116, -0.022], [0.066, -0.048, 0.034], [-0.020, 0.056, -0.061], [-0.033, 0.076, -0.063], [0.059, 0.085, 0.067], [0.021, -0.079, -0.084], [0.001, -0.023, 0.002], [0.008, 0.019, -0.035], [-0.084, 0.001, -0.006], [0.025, 0.116, 0.142], [-0.035, 0.035, 0.033], [0.193, 0.342, 0.223], [0.099, 0.117, -0.146], [-0.108, -0.052, 0.022], [0.006, -0.042, 0.072], [0.171, 0.043, 0.114], [-0.064, -0.083, 0.049], [0.026, 0.057, -0.097], [-0.017, 0.028, -0.085], [-0.077, -0.052, -0.008], [-0.064, -0.089, 0.060], [-0.032, -0.088, -0.008], [-0.004, 0.058, -0.195], [0.003, 0.062, 0.086], [0.077, -0.008, 0.005], [0.016, -0.013, -0.156], [0.040, 0.140, -0.034], [-0.107, 0.068, -0.064], [-0.099, 0.070, 0.014], [-0.004, 0.010, 0.134], [0.039, 0.145, 0.038], [-0.035, -0.042, -0.032], [0.041, -0.018, -0.217], [-0.156, 0.046, 0.090], [-0.053, -0.112, -0.037], [-0.029, 0.008, -0.086], [-0.019, 0.075, -0.033], [0.012, 0.076, 0.044], [0.001, -0.011, 0.149]], "nbo_charge": [-0.253, -0.520, 0.314, -0.250, -0.100, 0.048, -0.206, -0.451, 0.676, -0.594, -0.141, -0.421, -0.144, -0.003, -0.517, 0.114, -0.232, -0.218, -0.226, -0.230, -0.047, -0.662, 0.896, -0.649, -0.526, -0.074, -0.235, -0.611, -0.609, -0.172, -0.017, 0.533, -0.362, -0.383, 0.295, -0.473, -0.095, 0.034, -0.250, -0.191, -0.220, -0.210, -0.236, 0.188, 0.186, 0.201, 0.251, 0.162, 0.389, 0.261, 0.250, 0.220, 0.230, 0.415, 0.214, 0.214, 0.212, 0.210, 0.425, 0.214, 0.187, 0.204, 0.207, 0.213, 0.208, 0.212, 0.221, 0.196, 0.242, 0.199, 0.208, 0.236, 0.213, 0.213, 0.212, 0.208], "smiles": "COc1cc(/C=N/NC(=O)[C@@H](Cc2c[nH]c3ccccc23)NC(=O)OCC(C)C)cc([N+](=O)[O-])c1OCc1ccccc1", "lumo_ha": -0.00745, "homo_lumo_gap_ev": 7.95, "de_lowest_kcal_mol": 0.00}



Repeat the second record exactly.
{"formula": "C3H3N5O", "method": "ωB97M-V/def2-TZVPD", "symbols": ["N", "C", "N", "C", "C", "O", "N", "N", "N", "H", "H", "H"], "positions_angstrom": [[2.1740, -0.1733, 0.5903], [0.9247, 0.1788, 0.1178], [0.3002, -0.8153, -0.6577], [-0.9538, -0.9922, -0.6864], [-1.8374, -0.0636, 0.1938], [-2.5093, -0.4392, 1.1362], [-1.7070, 1.1963, -0.3594], [-0.6549, 1.8551, -0.3507], [0.4811, 1.3680, 0.2258], [2.5429, -0.9922, 0.1617], [2.6922, 0.5941, 0.9989], [-1.4527, -1.7165, -1.3702]], "forces_ev_per_a": [[-2.131, 0.983, -0.032], [-0.116, -1.498, -0.788], [0.630, -0.738, -0.153], [-0.955, 0.633, 0.426], [0.313, -2.421, 0.759], [0.840, 0.990, -1.431], [-0.823, 0.920, 0.389], [0.562, -0.501, -0.227], [0.106, 1.945, 0.782], [0.659, -0.214, 0.063], [0.262, -0.532, -0.259], [0.652, 0.433, 0.471]], "nbo_charge": [-0.789, 0.542, -0.448, 0.105, 0.569, -0.486, -0.234, 0.093, -0.398, 0.414, 0.418, 0.214], "smiles": "Nc1ncc(=O)nnn1", "lumo_ha": -0.01567, "homo_lumo_gap_ev": 9.21, "de_lowest_kcal_mol": 36.50}